Entry 1:
{"formula": "C34H34N3O4PRhS", "method": "the ωB97M-V functional and the def2-TZVPD basis", "fmax_ha_per_bohr": 0.0207, "homo_ev": -11.226, "homo_lumo_gap_ev": 6.8, "total_charge": 1, "lumo_energy_ev": -4.46, "elements": ["Rh", "C", "C", "C", "C", "C", "C", "C", "S", "O", "O", "N", "C", "C", "C", "C", "C", "N", "H", "H", "H", "H", "H", "H", "H", "H", "H", "H", "H", "O", "N", "C", "C", "C", "C", "C", "C", "C", "P", "C", "C", "C", "C", "C", "C", "C", "C", "C", "C", "C", "C", "H", "H", "H", "H", "H", "H", "H", "H", "H", "H", "H", "H", "H", "H", "H", "H", "C", "C", "C", "O", "H", "H", "H", "H", "H", "H", "H"], "coordinates": [[0.04947, 0.00833, -0.05876], [5.08021, -5.31508, -2.96926], [4.54861, -4.02725, -2.40661], [3.32721, -3.51500, -2.84220], [2.85158, -2.30209, -2.37949], [3.60648, -1.59788, -1.44913], [4.82940, -2.08219, -1.00032], [5.28768, -3.29813, -1.47887], [3.05810, -0.03159, -0.90133], [2.20277, 0.50201, -1.93872], [4.19320, 0.70899, -0.42863], [1.98520, -0.24954, 0.27472], [1.97245, -0.34453, 1.61509], [2.99462, -0.34911, 2.56262], [2.61133, -0.40341, 3.88228], [1.25379, -0.44851, 4.23314], [0.30855, -0.42134, 3.24135], [0.65879, -0.38709, 1.94756], [4.27313, -6.00666, -3.20723], [5.76222, -5.80132, -2.27372], [5.63088, -5.12245, -3.89206], [2.74640, -4.07341, -3.56639], [1.91418, -1.89556, -2.73352], [5.41893, -1.50169, -0.30430], [6.24154, -3.68085, -1.13812], [4.02597, -0.27551, 2.25141], [3.36609, -0.40283, 4.65749], [0.94234, -0.49984, 5.26529], [-0.75094, -0.45696, 3.45877], [-2.53517, -1.18974, -0.21452], [-2.01485, 0.07767, -0.25646], [-2.90972, 0.97918, -0.35140], [-2.74148, 2.44618, -0.20134], [-3.93601, 3.16252, -0.28553], [-3.95573, 4.53965, -0.13213], [-2.76946, 5.21604, 0.10609], [-1.57651, 4.51334, 0.17740], [-1.54276, 3.12854, 0.02821], [0.11286, 2.35620, 0.09474], [0.75389, 3.05317, 1.64777], [0.13137, 2.61249, 2.81542], [0.48958, 3.12948, 4.04746], [1.48197, 4.09778, 4.12806], [2.08422, 4.56490, 2.97097], [1.71380, 4.05748, 1.73222], [0.97144, 3.15362, -1.28230], [0.23950, 3.56766, -2.39422], [0.88483, 4.13702, -3.48163], [2.26163, 4.29816, -3.46453], [2.99730, 3.86788, -2.36892], [2.35995, 3.28347, -1.28914], [-1.74106, -1.72834, -0.52782], [-3.92244, 0.61287, -0.49564], [-4.85829, 2.62666, -0.46945], [-4.89089, 5.07830, -0.19723], [-2.77051, 6.28945, 0.23889], [-0.65194, 5.05033, 0.35061], [-0.65868, 1.87434, 2.75504], [-0.01232, 2.78815, 4.94340], [1.77265, 4.49764, 5.09027], [2.83828, 5.33848, 3.02525], [2.16628, 4.46699, 0.84114], [-0.83670, 3.45384, -2.42052], [0.30923, 4.45258, -4.34123], [2.76466, 4.74350, -4.31234], [4.07398, 3.97010, -2.36021], [2.95697, 2.89833, -0.47367], [-0.28914, -3.45726, 1.08788], [0.31725, -3.10265, -0.26068], [-0.06680, -4.13249, -1.31117], [-0.12431, -1.83281, -0.73983], [0.14252, -4.39226, 1.44818], [-1.37006, -3.59253, 1.00572], [-0.09622, -2.68465, 1.82653], [1.41028, -3.09415, -0.16582], [-1.14705, -4.29276, -1.31248], [0.42212, -5.08541, -1.10476], [0.23027, -3.79764, -2.30414]]}

=====

Entry 2:
{"formula": "C34H34N5O3P3S2Sc", "method": "the ωB97M-V functional and the def2-TZVPD basis", "fmax_ha_per_bohr": 0.0322, "homo_ev": -9.583, "homo_lumo_gap_ev": 6.2, "total_charge": 1, "lumo_energy_ev": -3.34, "e_above_lowest_kj_mol": 26.52, "elements": ["Sc", "S", "P", "C", "P", "S", "C", "C", "C", "C", "C", "C", "C", "C", "C", "C", "C", "C", "C", "C", "C", "C", "C", "C", "C", "C", "C", "C", "C", "C", "H", "H", "H", "H", "H", "H", "H", "H", "H", "H", "H", "H", "H", "H", "H", "H", "H", "H", "H", "H", "N", "C", "N", "C", "N", "C", "C", "N", "C", "C", "N", "H", "H", "H", "H", "H", "C", "O", "P", "O", "C", "O", "C", "H", "H", "H", "H", "H", "H", "H", "H", "H"], "coordinates": [[0.53194, -0.30114, 0.07123], [-1.30525, -0.45169, 1.66245], [0.70756, 1.58808, 1.90367], [-0.88406, 1.25658, 1.15048], [-2.35578, 2.21619, 0.79499], [-3.58512, 1.43305, -0.53447], [-1.93449, 3.90243, 0.26180], [-2.88042, 4.92576, 0.37486], [-2.62433, 6.18520, -0.15662], [-1.43335, 6.43168, -0.82915], [-0.50247, 5.41306, -0.97633], [-0.75799, 4.16099, -0.43306], [-3.22938, 2.38171, 2.38277], [-3.05624, 3.47861, 3.22673], [-3.66969, 3.52118, 4.47419], [-4.45976, 2.46001, 4.89267], [-4.64682, 1.36575, 4.05552], [-4.04571, 1.33073, 2.80115], [0.65922, 1.41649, 3.73509], [1.86924, 1.57656, 4.41746], [1.91781, 1.53569, 5.80456], [0.74820, 1.33360, 6.52819], [-0.45642, 1.16555, 5.85845], [-0.50459, 1.20098, 4.46558], [1.27589, 3.31593, 1.77240], [0.68323, 4.33310, 2.51854], [1.16681, 5.62860, 2.44931], [2.26583, 5.92367, 1.64464], [2.88416, 4.91493, 0.92429], [2.39192, 3.61204, 0.99889], [-3.82802, 4.73389, 0.86372], [-3.36340, 6.97206, -0.05823], [-1.23512, 7.41481, -1.24292], [0.42686, 5.59872, -1.50423], [-0.03020, 3.37612, -0.53569], [-2.45081, 4.31571, 2.91049], [-3.53181, 4.38456, 5.11681], [-4.94378, 2.49340, 5.86368], [-5.27434, 0.54081, 4.37443], [-4.20431, 0.48814, 2.14077], [2.78486, 1.75602, 3.85850], [2.86226, 1.66918, 6.32024], [0.77839, 1.30966, 7.61219], [-1.37192, 1.00636, 6.41620], [-1.44599, 1.05116, 3.95798], [-0.14919, 4.09968, 3.16793], [0.69279, 6.41354, 3.02712], [2.64819, 6.93741, 1.59780], [3.75469, 5.13506, 0.31851], [2.88578, 2.81926, 0.44839], [1.81083, -3.56198, -2.59399], [1.17873, -2.39739, -2.50546], [1.29250, -1.96678, -1.26332], [2.01422, -2.94336, -0.64274], [2.34998, -3.93941, -1.40832], [2.30452, -2.82240, 0.79779], [2.98303, -3.79169, 1.50541], [3.18015, -3.67687, 2.81966], [2.68289, -2.59599, 3.40192], [2.00173, -1.61673, 2.69010], [1.82419, -1.72549, 1.37934], [1.91036, -4.15961, -3.39758], [0.67585, -1.88847, -3.31885], [3.36398, -4.67183, 0.99952], [2.81604, -2.49312, 4.47195], [1.58635, -0.75212, 3.18184], [-1.10076, 1.37931, -4.81957], [-0.44229, 0.66516, -3.74370], [-0.70685, 1.17420, -2.22404], [-0.94515, -0.32542, -1.54289], [-2.06047, -1.17894, -1.88290], [0.90585, 1.03058, -1.64330], [1.87517, 1.98646, -2.13130], [-0.70608, 0.98958, -5.74881], [-0.89431, 2.44782, -4.75569], [-2.17625, 1.21712, -4.78070], [-1.91998, -2.10278, -1.33230], [-2.03778, -1.36006, -2.95539], [-2.98140, -0.70288, -1.56898], [2.85886, 1.59524, -1.89304], [1.73622, 2.95231, -1.64849], [1.77949, 2.08343, -3.21124]]}